{
  "formula": "C18H32Cl4CuMgO11",
  "method": "the ωB97M-V functional and the def2-TZVPD basis",
  "species": ["Mg", "Cu", "C", "O", "H", "H", "H", "C", "O", "H", "H", "H", "C", "C", "C", "O", "C", "O", "O", "H", "H", "H", "H", "H", "H", "C", "C", "C", "O", "C", "O", "O", "H", "H", "H", "H", "H", "H", "C", "C", "C", "O", "C", "O", "O", "H", "H", "H", "H", "H", "H", "Cl", "C", "C", "Cl", "H", "H", "H", "H", "Cl", "C", "C", "Cl", "H", "H", "H", "H"],
  "xyz": [[-1.0187, 0.6767, 3.7817], [0.7744, -1.7778, 2.5016], [-0.2951, -2.0251, 5.3899], [-0.5498, -1.1631, 4.2693], [0.7896, -2.1579, 5.3442], [-0.6109, -1.6453, 6.3596], [-0.7063, -3.0289, 5.2639], [0.4163, 1.1382, 1.0272], [-0.0741, 0.3609, 2.0414], [1.3740, 0.8014, 0.6018], [-0.2301, 0.8806, 0.1633], [0.4204, 2.1989, 1.2699], [4.9701, 4.9229, 0.8155], [4.9449, 3.5398, 0.1345], [3.6135, 2.7907, 0.4503], [3.0057, 2.5731, -0.8149], [3.7760, 3.1062, -1.8003], [3.4351, 3.0990, -2.9416], [4.8096, 3.7592, -1.2725], [5.4865, 4.8907, 1.7744], [3.9706, 5.3149, 1.0078], [5.4543, 5.6462, 0.1608], [5.8334, 2.9868, 0.4284], [2.9163, 3.4161, 1.0070], [3.8276, 1.8470, 0.9552], [1.5706, -2.1610, -4.2091], [2.3008, -2.5663, -2.9338], [3.2563, -1.4797, -2.4599], [3.0128, -1.3467, -1.0349], [1.8301, -1.9169, -0.7761], [1.2969, -1.7620, 0.3064], [1.3945, -2.5831, -1.8062], [2.3824, -1.7840, -4.8368], [0.9530, -1.2706, -4.0614], [0.9483, -2.9072, -4.6924], [2.8788, -3.4822, -3.0511], [3.1584, -0.5663, -3.0505], [4.3058, -1.7504, -2.5626], [-5.1843, -3.6245, 3.4286], [-4.9179, -2.5477, 2.3764], [-5.8018, -1.2758, 2.3870], [-4.8149, -0.2548, 2.2413], [-3.6711, -0.6746, 2.6703], [-2.7529, 0.0639, 3.0427], [-3.6170, -1.9702, 2.7901], [-6.0359, -4.2187, 3.0945], [-5.3161, -3.1717, 4.4104], [-4.3940, -4.3642, 3.5571], [-4.9355, -2.9669, 1.3706], [-6.3761, -1.1804, 3.3125], [-6.5315, -1.1371, 1.5935], [-3.5608, -2.9284, -2.4211], [-1.8461, -2.4970, -2.3040], [-1.6229, -1.0644, -1.9442], [-2.0870, -0.8343, -0.2050], [-1.3909, -2.8772, -3.2209], [-1.3685, -3.1979, -1.6154], [-2.2228, -0.4225, -2.5938], [-0.6402, -0.6520, -2.1748], [-2.6959, 3.9520, -2.1320], [-0.9757, 3.8822, -2.6356], [-0.4333, 2.4825, -2.8465], [-0.9435, 1.8857, -4.4548], [-0.4124, 4.4826, -1.9273], [-0.9341, 4.3292, -3.6264], [-0.7941, 1.7715, -2.1004], [0.6550, 2.4357, -2.8231]],
  "charge": 2,
  "e_lumo_ha": [-0.2724, -0.3597],
  "s_squared": 0.762,
  "spin_multiplicity": 2,
  "gap_ev": [7.2, 4.8],
  "e_homo_ev": [-14.58, -14.58]
}

***

{
  "formula": "C18H32Cl5N7O14",
  "method": "the ωB97M-V functional and the def2-TZVPD basis",
  "species": ["C", "C", "N", "C", "C", "N", "C", "C", "H", "H", "H", "H", "H", "H", "H", "H", "H", "H", "H", "Cl", "O", "O", "O", "O", "C", "Cl", "Cl", "Cl", "Cl", "C", "N", "O", "O", "H", "H", "H", "C", "N", "O", "O", "H", "H", "H", "C", "N", "O", "O", "H", "H", "H", "C", "N", "O", "O", "H", "H", "H", "C", "N", "O", "O", "H", "H", "H", "C", "C", "C", "C", "C", "C", "H", "H", "H", "H", "H", "H"],
  "xyz": [[-1.5128, -0.0822, -1.6345], [-0.6902, -0.6010, -0.4741], [-0.1583, 0.3921, 0.4419], [0.7764, 1.3758, 0.1361], [1.0108, 2.0611, 1.3122], [0.2003, 1.5203, 2.3738], [-0.5150, 0.5048, 1.7674], [0.0269, 1.9382, 3.8356], [-1.0748, 0.7580, -2.1734], [-2.5299, 0.1942, -1.3568], [-1.6584, -0.8876, -2.3543], [0.1817, -1.0460, -0.9534], [-1.1455, -1.4340, 0.0615], [1.1924, 1.5190, -0.8502], [1.7563, 2.8229, 1.4862], [-1.2255, -0.1666, 2.2265], [-1.0456, 2.0020, 4.0193], [0.6118, 2.8300, 4.0609], [0.4137, 1.1184, 4.4411], [-4.8239, -1.7548, 1.0443], [-4.7081, -1.3376, -0.3189], [-3.5557, -1.7700, 1.7574], [-5.7955, -0.8242, 1.6231], [-5.4991, -3.0159, 0.9704], [-2.1430, 3.6887, -4.6709], [-0.8938, 3.0060, -5.6514], [-3.7281, 3.1553, -5.4580], [-2.1161, 3.0710, -3.0011], [-1.9824, 5.4185, -4.6467], [-0.4761, -4.6040, 3.3230], [0.3118, -3.4539, 2.9851], [0.1995, -3.0198, 1.8284], [1.1360, -3.0966, 3.7532], [-0.6640, -4.5208, 4.3934], [0.0600, -5.5070, 3.0312], [-1.4123, -4.5028, 2.7739], [-3.3478, -1.7297, 5.3677], [-2.3337, -0.5741, 5.0734], [-1.1614, -0.8974, 4.9993], [-2.8147, 0.4981, 4.7975], [-4.2621, -1.3708, 5.8401], [-2.7819, -2.4050, 6.0095], [-3.6348, -2.2241, 4.4397], [4.7678, 5.4353, 3.8868], [3.2602, 5.4989, 4.0030], [2.7219, 6.5924, 4.2041], [2.6470, 4.5108, 3.7851], [5.1424, 5.9724, 3.0154], [5.0264, 4.3801, 3.9743], [5.1686, 5.8710, 4.8020], [3.9819, 0.4778, -2.6662], [2.7526, -0.3391, -2.5080], [2.4553, -0.8360, -1.4122], [2.1760, -0.6760, -3.4896], [4.6474, -0.0966, -3.3106], [4.3295, 0.7025, -1.6579], [3.4796, 1.3336, -3.1173], [1.5422, 5.0673, -3.7634], [2.3269, 4.0835, -2.8207], [3.5265, 4.1980, -2.5838], [1.6511, 3.1518, -2.4804], [1.3294, 5.8810, -3.0700], [0.6256, 4.6133, -4.1401], [2.1176, 5.5204, -4.5706], [-0.1671, -6.2144, -3.7120], [-0.7873, -5.7711, -2.5506], [-0.7274, -4.2943, -2.3802], [-0.3197, -3.5081, -3.3974], [0.0984, -4.0078, -4.6186], [0.1306, -5.3690, -4.7503], [-0.0103, -7.2796, -3.7968], [-1.2397, -6.3757, -1.7785], [-1.0475, -3.9057, -1.4247], [-0.4993, -2.4713, -3.1539], [0.2737, -3.3640, -5.4679], [0.4325, -5.8302, -5.6790]],
  "charge": -1,
  "e_lumo_ha": [0.0559, 0.0559],
  "s_squared": 0.753,
  "spin_multiplicity": 2,
  "gap_ev": [2.8, 6.8],
  "e_homo_ev": [-1.23, -5.32]
}